No. 1
Entry from the OMol25 dataset: C8H12CeCl2N2O3PmS as an isolated structure in a non-equilibrium geometry (ωB97M-V with the def2-TZVPD basis set).

```
30
Properties=species:S:1:pos:R:3:forces:R:3
Pm 1.27991 -5.30296 -0.75480 0.611 1.174 3.469
Ce -0.52283 -0.49058 -0.39315 0.219 -1.463 0.407
Cl 3.23437 -3.78727 -0.51796 -1.111 -0.632 -0.317
Cl -0.80669 -3.12296 0.06671 0.658 -0.573 -0.447
C -2.77770 0.29081 -1.39072 -7.275 2.485 -3.125
C 2.27473 -5.62777 -2.90134 3.153 -1.132 -7.256
C -0.25437 -5.78423 -2.64552 -4.121 -1.423 -5.750
O -3.81363 0.62262 -1.82124 5.948 -1.913 2.482
O 2.64852 -5.78426 -3.98900 -1.760 0.837 5.492
O -0.85084 -6.02435 -3.60725 2.748 1.119 4.592
C 0.46338 0.23240 2.98601 0.195 -0.314 0.581
N -0.17580 0.95294 1.86078 1.177 0.835 -1.273
C -1.40809 1.68820 2.18890 -0.466 0.029 0.581
C 0.65018 1.32072 0.80347 -0.401 -0.136 0.088
S 1.94082 0.25605 0.42838 -0.084 0.508 0.080
N 0.08084 2.08083 -0.22600 1.139 -0.930 0.646
C -0.42198 3.43665 0.08350 -0.865 1.040 0.060
C 0.73540 1.99394 -1.55795 0.060 0.803 -0.018
H -0.28276 0.15193 3.78137 0.311 -0.052 -0.129
H 1.33207 0.80838 3.34491 -0.292 -0.339 -0.067
H 0.78502 -0.77246 2.66609 -0.085 0.457 0.266
H -1.18611 2.73308 2.46098 -0.304 -0.438 -0.175
H -2.14473 1.62254 1.36871 0.270 0.243 0.176
H -1.83249 1.18453 3.06604 -0.057 0.281 -0.331
H -0.14467 4.09262 -0.74869 0.023 -0.103 0.322
H -1.51648 3.44568 0.15481 0.349 0.121 0.044
H 0.03740 3.82937 1.00025 -0.142 -0.143 -0.357
H 1.79556 2.28427 -1.47607 -0.321 -0.311 -0.295
H 0.67540 0.97219 -2.00972 0.208 0.413 0.051
H 0.20559 2.69708 -2.22149 0.215 -0.445 0.202
```
Forces are in eV/Å.

Properties
Charge: +4
Maximum force: 8.30 eV/A
HOMO (spin up / spin down): -22.298 / -22.320 eV
Molar mass: 572.284 g/mol
LUMO energy (spin up / spin down): -14.82 / -14.52 eV
HOMO-LUMO gap (spin up / spin down): 7.473 / 7.797 eV
2S+1: 6

Which charges does Mulliken predict for the atoms? In e, they are: 1.923, 1.400, -0.304, -0.512, 0.300, -0.039, 0.058, -0.029, 0.080, 0.047, -0.781, 0.186, -0.815, -0.369, -0.015, 0.226, -1.094, -0.762, 0.325, 0.373, 0.359, 0.372, 0.334, 0.353, 0.454, 0.395, 0.384, 0.427, 0.243, 0.483

No. 2
Entry from the OMol25 dataset: one molecule with the formula C3H3NO3S in a non-equilibrium geometry (ωB97M-V with the def2-TZVPD basis set).

```
11
Properties=species:S:1:pos:R:3:forces:R:3
C -1.35713 1.34038 -0.30431 -2.876 -0.510 -0.663
C 1.02528 -0.89803 -0.13565 3.479 -2.633 -7.092
C 0.60688 -0.98532 1.19902 -5.059 -2.866 5.156
H -1.57362 0.69376 -1.23620 -0.920 0.862 1.695
H 0.81193 0.43443 -1.78297 0.399 -0.702 -0.005
H 1.36893 -1.27943 2.11744 -1.915 1.033 -2.290
N 0.53370 0.19670 -0.84191 0.259 0.440 -0.492
O -0.03801 1.42715 -0.31645 2.572 -1.194 1.555
O 1.67255 -1.89843 -0.78151 -3.418 5.698 3.749
O -0.68334 -1.10284 1.29171 5.784 0.876 0.261
S -2.36717 2.07163 0.79082 1.695 -1.005 -1.875
```
Forces are in eV/Å.

Properties
Relative energy (zero: lowest compared OMol25 entry of this formula, charge and spin): 5.595 eV
Maximum force: 8.33 eV/A
Structure (SMILES): O=CC(=O)NOC=S
HOMO: -9.520 eV
Molar mass: 133.128 g/mol
LUMO energy: -1.19 eV
HOMO-LUMO gap: 8.326 eV

Which charges does Mulliken predict for the atoms? In e, they are: 0.013, 0.569, 0.019, 0.321, 0.245, 0.277, -0.097, -0.180, -0.573, -0.403, -0.191